C3H8O2S | ωB97M-V/def2-TZVPD

Atoms and positions in Å:
H -1.0442 1.6296 0.6812
H 1.7509 -3.9071 2.5659
C 0.0079 0.8676 -1.0766
H 1.8170 -4.4516 1.1814
O 1.5797 -3.6419 1.6514
C 0.5167 0.3091 1.4148
O 0.7990 1.0641 2.3138
H 1.1181 -0.5826 1.1958
H -1.6842 2.0713 -2.3823
H 0.5349 -0.0626 -1.3562
S -1.3085 0.7815 -2.3108
H -1.2856 -0.0786 0.2826
C -0.5161 0.7203 0.3933
H 0.6663 1.7258 -1.1460

## Properties
Orbital gap = 9.8 eV
Energy = -18170.1666 eV
LUMO energy = 0.0242 Ha
E_HOMO = -9.2 eV
Net charge = 0